Here is a molecular structure, C40H42N6O6S2SeW from OMol25. Energies are from the ωB97M-V functional and the def2-TZVPD basis.

Last column: Löwdin spin population.
Geometry (Å):
1 W 1.418 0.142 0.952  1.308
2 C 1.275 4.107 -0.484  0.024
3 C 1.442 3.106 0.613  0.192
4 N 2.085 1.923 0.263  -0.085
5 N 3.214 2.205 -0.463  0.024
6 C 4.083 1.266 -0.521  -0.033
7 S 3.815 -0.280 0.198  -0.023
8 S 5.642 1.624 -1.271  -0.002
9 C 5.319 0.969 -2.964  -0.003
10 C 4.468 1.924 -3.743  0.000
11 C 3.116 1.674 -3.942  0.000
12 C 2.311 2.603 -4.585  0.000
13 C 2.853 3.794 -5.039  0.000
14 C 4.209 4.042 -4.870  0.000
15 C 5.008 3.116 -4.223  0.000
16 C 1.150 3.348 1.987  0.009
17 C 0.901 4.652 2.470  0.044
18 C 0.763 4.918 3.815  0.008
19 C 0.848 3.893 4.750  0.056
20 C 1.034 2.589 4.315  0.005
21 C 1.166 2.311 2.967  0.053
22 O 1.251 1.033 2.572  0.145
23 H 2.185 4.153 -1.079  0.004
24 H 1.032 5.099 -0.118  0.001
25 H 0.460 3.771 -1.134  0.010
26 H 4.852 -0.006 -2.843  0.001
27 H 6.311 0.850 -3.398  0.000
28 H 2.696 0.736 -3.597  0.000
29 H 1.257 2.399 -4.733  0.000
30 H 2.221 4.526 -5.526  0.000
31 H 4.644 4.962 -5.239  0.000
32 H 6.062 3.315 -4.067  0.000
33 H 0.852 5.474 1.771  0.002
34 H 0.602 5.936 4.145  -0.001
35 H 0.764 4.104 5.807  0.003
36 H 1.073 1.761 5.011  -0.001
37 O 0.303 -4.439 4.782  0.000
38 C -0.882 -4.028 4.375  0.000
39 O -1.904 -4.596 4.668  0.000
40 C -0.923 -2.820 3.505  0.001
41 C -2.073 -2.209 3.055  0.001
42 N -1.707 -1.221 2.230  0.002
43 N -0.390 -1.147 2.095  0.000
44 C 0.110 -2.099 2.872  0.002
45 C 1.583 -2.172 2.884  0.012
46 O 2.202 -2.923 3.611  0.024
47 O 2.110 -1.372 2.007  0.026
48 H 1.057 -3.897 4.437  0.000
49 H -3.102 -2.432 3.285  0.000
50 H -2.285 -0.573 1.708  0.001
51 C -2.513 -3.800 -0.435  0.000
52 C -1.348 -4.432 0.325  0.000
53 N -0.490 -5.259 -0.524  0.000
54 C -0.649 -6.712 -0.456  0.000
55 C 0.418 -7.366 0.414  0.000
56 C 0.366 -4.779 -1.458  -0.001
57 O 1.005 -5.502 -2.210  -0.001
58 C 0.523 -3.289 -1.604  -0.002
59 C 0.367 -2.747 -2.876  0.024
60 C 0.682 -1.410 -3.057  -0.001
61 C 1.094 -0.660 -1.981  0.030
62 N 1.198 -1.157 -0.729  0.020
63 C 0.956 -2.475 -0.585  0.021
64 H -3.197 -3.313 0.262  0.000
65 H -3.065 -4.565 -0.983  0.000
66 H -2.156 -3.056 -1.147  0.000
67 H -1.736 -5.079 1.110  0.000
68 H -0.763 -3.655 0.815  0.000
69 H -0.576 -7.104 -1.470  0.000
70 H -1.644 -6.925 -0.066  0.000
71 H 1.404 -7.199 -0.019  0.000
72 H 0.243 -8.440 0.472  0.000
73 H 0.403 -6.956 1.425  0.000
74 H 0.046 -3.373 -3.697  0.001
75 H 0.599 -0.947 -4.030  -0.001
76 H 1.358 0.383 -2.084  0.003
77 H 1.182 -2.872 0.394  0.001
78 C -6.441 3.527 -0.044  0.000
79 C -5.097 2.852 0.000  0.001
80 C -4.688 1.988 -1.008  0.000
81 C -3.438 1.382 -1.002  0.003
82 C -3.057 0.452 -2.121  0.003
83 C -2.575 1.658 0.062  0.028
84 Se -0.764 0.819 -0.111  0.053
85 C -2.973 2.472 1.121  0.004
86 C -2.121 2.722 2.327  0.000
87 C -4.231 3.067 1.061  0.001
88 H -7.012 3.209 -0.915  0.000
89 H -6.323 4.611 -0.092  0.000
90 H -7.019 3.299 0.852  0.000
91 H -5.362 1.784 -1.834  0.000
92 H -3.874 0.347 -2.833  0.000
93 H -2.801 -0.533 -1.725  0.001
94 H -2.171 0.826 -2.637  0.001
95 H -1.342 1.969 2.414  -0.001
96 H -2.724 2.709 3.236  0.000
97 H -1.642 3.698 2.260  0.000
98 H -4.535 3.718 1.874  0.000

For the max |F|, the calculation gives 4.4 eV/Å. As for the multiplicity: 3. The net charge is 0. The molar mass is 1029.7 g/mol. The calculated total energy comes out at -5594.39914 Ha. Its HOMO energy (alpha / beta) is -6.4 / -7.8 eV.